ORCA calculation (ωB97M-V/def2-TZVPD) on 5 unconnected molecules or ions with the total composition C23H50BIN2O14P in a non-equilibrium geometry.

Last column: Löwdin charge in e.
Geometry (Å):
1 C -2.606626 -2.184652 4.453099  -0.126
2 O -2.207114 -0.958468 3.728749  -0.138
3 B -1.820419 -1.291290 2.315344  -0.522
4 O -2.684579 -0.766108 1.204787  -0.045
5 P -0.276309 -2.320360 1.819372  0.474
6 O 0.763453 -0.950621 1.374217  -0.455
7 C 2.011865 -0.993655 2.205815  -0.643
8 I 3.444702 -2.287578 1.165008  0.748
9 C 1.488729 -1.396491 3.715057  -0.396
10 C 2.571177 -1.803519 4.876336  -0.116
11 C 2.974523 -3.401439 4.913699  -0.214
12 C 1.943489 -4.348721 5.764401  -0.201
13 C 1.033209 -5.375840 4.871053  -0.296
14 N 1.730033 -5.986445 3.676270  -0.040
15 O 0.728393 -0.299780 4.401674  -0.091
16 N 1.410727 0.857212 4.346659  -0.023
17 O 0.551141 1.722080 4.102493  0.003
18 O 0.439987 -2.432992 3.440018  -0.294
19 H -1.694594 -2.441592 5.178513  0.102
20 H -2.639445 -3.049468 3.650868  0.081
21 H -3.584023 -2.078615 5.088752  0.090
22 H -3.432980 -1.455641 1.133146  0.113
23 H -1.171269 -3.460739 2.058386  -0.022
24 H -0.737877 -2.158265 0.434260  -0.015
25 H 0.565981 -3.355377 1.222153  -0.031
26 H 2.432652 0.108750 2.029674  0.106
27 H 2.043466 -1.573498 5.919952  0.125
28 H 3.496833 -1.074046 4.829029  0.123
29 H 3.219071 -3.811080 3.819852  0.065
30 H 4.019597 -3.452601 5.487130  0.105
31 H 2.591156 -5.027102 6.500958  0.102
32 H 1.269766 -3.682326 6.488807  0.116
33 H 0.748954 -6.285520 5.589972  0.103
34 H 0.006124 -4.885793 4.535535  0.111
35 H 2.705053 -6.209239 3.987686  0.065
36 H 1.235608 -6.873748 3.360709  0.040
37 O 0.222275 2.614428 -4.301678  0.050
38 C 0.117405 2.642104 -3.076416  -0.493
39 O -0.053083 1.495402 -2.379558  0.003
40 C 0.025763 1.394388 -0.946014  -0.212
41 C -1.316053 1.694348 -0.307671  -0.058
42 C 0.074794 3.947664 -2.340159  -0.006
43 H 0.829629 2.020726 -0.548344  0.117
44 H 0.304211 0.358560 -0.724268  0.113
45 H -1.636784 2.719470 -0.511276  0.064
46 H -1.267103 1.556120 0.776170  0.083
47 H -2.089386 1.033841 -0.713028  0.081
48 H -0.954199 4.311108 -2.307643  0.098
49 H 0.693631 4.670566 -2.881704  0.085
50 H 0.484280 3.894148 -1.332951  0.060
51 O 0.726117 -8.909382 3.101697  0.069
52 C 0.164027 -9.133845 2.030855  -0.489
53 O -0.267991 -8.110703 1.258752  0.003
54 C -0.740319 -8.253946 -0.093231  -0.223
55 C -2.221450 -8.575769 -0.117875  -0.069
56 C -0.143990 -10.538680 1.606663  0.003
57 H -0.142449 -8.984082 -0.646488  0.112
58 H -0.575685 -7.287632 -0.581882  0.131
59 H -2.432175 -9.532053 0.368247  0.064
60 H -2.588940 -8.622548 -1.146940  0.081
61 H -2.788445 -7.812528 0.424905  0.088
62 H -1.105138 -10.840927 2.027157  0.096
63 H 0.640217 -11.196983 1.994576  0.093
64 H -0.148151 -10.677465 0.526971  0.070
65 O -0.363079 4.894695 -10.563498  0.065
66 C -0.467949 4.922372 -9.338236  -0.508
67 O -0.638437 3.775669 -8.641379  -0.008
68 C -0.559590 3.674657 -7.207834  -0.231
69 C -1.901407 3.974617 -6.569491  -0.064
70 C -0.510561 6.227932 -8.601980  -0.002
71 H 0.244275 4.300994 -6.810165  0.113
72 H -0.281143 2.638827 -6.986088  0.121
73 H -2.222136 4.999738 -6.773097  0.063
74 H -1.852457 3.836388 -5.485651  0.070
75 H -2.674741 3.314109 -6.974848  0.085
76 H -1.539553 6.591377 -8.569463  0.094
77 H 0.108277 6.950834 -9.143525  0.090
78 H -0.101073 6.174417 -7.594772  0.071
79 O 1.322837 6.118182 -0.601992  0.081
80 C 1.077231 7.321492 -0.670936  -0.489
81 O -0.166655 7.780951 -0.404012  -0.002
82 C -0.505328 9.171199 -0.249155  -0.231
83 C -0.824575 9.803065 -1.589585  -0.071
84 C 2.117926 8.290022 -1.147672  0.005
85 H 0.275515 9.710996 0.294487  0.113
86 H -1.398878 9.202763 0.383472  0.124
87 H 0.040821 9.785649 -2.257405  0.067
88 H -1.141064 10.842022 -1.460668  0.080
89 H -1.624515 9.250409 -2.092868  0.085
90 H 2.082664 8.351551 -2.237143  0.097
91 H 3.101565 7.919637 -0.840937  0.096
92 H 2.020570 9.283671 -0.713857  0.070

Atoms 1-6, force components in eV/Å:
1.8265 -0.6361 0.0301
-1.0710 -1.9912 -1.9275
-1.1370 2.4880 1.2536
-0.5456 -2.7655 2.1581
-0.7908 -0.6398 -2.6098
3.3690 -0.5593 2.7039

Summary:
E_HOMO ... -3.80 eV
Gap between HOMO and LUMO ... 0.20462 hartree
Net charge ... -1
Multiplicity ... 1
Energy ... -2732.9323 Eh
Max |F| ... 0.0979 Eh/bohr